76
Properties=species:S:1:pos:R:3:forces:R:3 method="wB97M-V/def2-TZVPD" lumo_energy_ev=-2.49 orbital_gap_ev=9.635 total_charge=+1 de_lowest_kj_mol=77.22 spin_multiplicity=1 total_energy_ev=-48895.5201
O 3.51668 4.68255 -1.84725 -0.25 0.04 0.16
O -5.34972 -4.14465 0.77089 0.26 0.31 -0.05
O -2.10974 1.96134 -4.52854 -0.61 0.13 0.46
O -4.90186 1.36325 3.26685 0.37 -0.18 -0.01
O -0.46112 -5.13945 3.47851 0.17 -0.55 -0.34
O 1.00256 5.42396 -3.23453 -0.19 0.14 -0.32
O 4.40186 -1.81508 -2.21658 0.27 0.26 -0.23
O 4.62956 0.67749 0.82659 -0.10 0.34 -0.17
O 0.36199 4.04898 1.22060 -0.40 0.26 0.05
O -3.75369 -2.30942 3.70481 0.05 -0.13 -0.15
O 2.10218 -3.18045 -1.97752 -0.89 -0.20 0.30
O 2.87120 3.25248 1.82011 -0.05 -0.08 0.11
O 2.75061 -0.40303 -3.98701 -0.39 0.45 -0.22
O 0.51387 1.02717 -5.18672 -0.44 -0.11 0.09
O -1.04100 -2.57418 4.13882 0.58 -0.04 -0.03
O -2.07669 3.49818 0.41471 -0.96 -0.46 -0.50
O -5.06305 1.88702 -0.58344 -0.06 -0.33 0.34
O 3.67639 -2.38339 0.83776 0.51 0.67 -0.29
O 1.27763 -4.15276 1.37518 0.53 0.49 -0.44
N 0.27994 0.01229 0.05632 -4.65 0.19 0.87
N -1.82002 -0.67516 0.55439 0.23 1.51 -0.67
C 1.41978 0.70573 -0.52288 0.79 0.35 0.07
C 1.07000 1.70700 -1.57992 -0.08 0.59 -1.30
C -1.08429 0.32328 -0.06606 0.94 -1.72 0.25
C 0.31372 -1.07416 0.88882 1.12 -0.73 -0.43
C -0.94614 -1.52832 1.14786 1.01 0.06 0.19
C -3.31991 -0.85577 0.73808 0.80 0.87 -0.22
H -1.27096 -2.38164 1.72470 0.13 0.20 -0.24
H 2.10242 -0.02261 -0.96062 -0.30 -0.37 0.08
H 2.47028 -3.91006 -2.47593 0.04 -0.19 -0.13
H -5.59647 1.17081 2.63699 -0.24 0.09 -0.33
H 0.82003 2.71685 -1.25458 -0.21 -0.23 0.35
H 4.03885 5.18432 -2.47320 0.23 0.26 -0.17
H 1.89810 1.82354 -2.27904 0.42 0.00 0.33
H -3.59068 -0.48977 1.72846 0.13 0.15 -0.12
H -2.67494 3.41986 1.15782 -0.24 -0.02 0.20
H 1.47057 -5.01663 1.01083 -0.06 -0.24 -0.11
H -3.84903 -0.27992 -0.02121 0.15 -0.03 0.11
H 3.56903 -0.80557 -3.69651 0.28 -0.03 0.29
H 4.97612 1.00014 1.65847 0.23 0.00 0.20
H -1.27377 3.85963 0.79008 0.73 0.04 0.14
H -0.76709 -4.29507 3.80963 0.10 0.73 0.41
H -3.60281 -1.90710 0.68529 0.47 0.01 -0.28
H -5.48035 -3.86726 1.67766 -0.16 -0.03 0.12
H 2.10154 -1.10332 -3.91958 -0.13 -0.47 0.04
H 3.80518 3.08241 1.69765 0.21 0.03 -0.32
H -4.49506 2.65639 -0.62446 0.25 0.33 -0.03
H 3.00856 -3.04051 0.64171 -0.63 -0.41 -0.07
H 1.13724 0.56775 -4.62406 0.47 -0.03 0.04
H 2.67807 2.91323 2.69409 -0.02 -0.06 0.40
H 1.99530 1.17937 0.27245 -0.11 0.00 0.15
H 5.11685 -2.37610 -2.51706 0.27 -0.22 -0.15
H 1.05953 1.56592 -5.75964 0.10 0.19 -0.13
H 2.79201 -2.51685 -1.97861 0.40 0.09 -0.23
H 1.16422 3.54874 1.37027 0.46 -0.13 -0.14
H -5.26371 1.09680 4.11201 -0.13 0.10 0.28
H -5.70725 -5.03194 0.73748 -0.11 -0.28 -0.10
H -1.93118 -2.71621 3.81690 -0.78 0.24 -0.06
H -3.96405 -1.65222 4.36820 -0.01 0.32 0.20
H -5.07222 1.54748 -1.47834 -0.08 -0.01 -0.33
H 1.80044 5.12863 -2.79590 0.39 -0.16 0.30
H 3.97516 -2.60088 1.72074 0.07 -0.17 0.25
H -1.32252 1.43718 -4.38100 0.44 -0.04 -0.29
H 0.64601 4.96308 1.21859 0.14 0.28 -0.02
H 0.29236 5.13147 -2.66331 -0.26 -0.03 0.07
H -2.15403 2.06553 -5.47902 0.05 0.01 -0.18
H -4.59887 -2.69264 3.47019 -0.16 -0.16 -0.03
H -1.14529 -2.43733 5.08043 0.08 0.06 0.33
H 1.29596 -1.46656 1.10700 -0.29 -0.34 0.25
H 4.58900 -0.27259 0.93582 -0.17 -0.45 -0.02
H 0.31783 1.36539 -2.29100 -0.43 -0.14 0.32
H -1.47195 1.20369 -0.55695 -0.12 -0.10 0.02
H 3.86627 3.79313 -1.90160 0.07 -0.30 -0.01
H 0.67178 -4.32604 2.09570 -0.32 -0.36 0.49
H -1.17827 -5.74500 3.66627 -0.04 -0.35 -0.09
H 4.49104 -1.80237 -1.26363 0.12 0.11 0.67